# 1
C23H31CuNO2Te as an isolated structure, computed with ωB97M-V/def2-TZVPD.

Geometry as XYZ:
```
59
Properties=species:S:1:pos:R:3:mulliken_charge:R:1
Te 0.86881 -1.20627 -0.53769 0.34
Cu -1.80946 -2.84435 -0.03577 -1.34
O 0.65251 -3.17354 -3.27028 -0.73
O -3.12209 -4.38733 2.06521 -0.40
N -0.71377 -2.46955 -1.52494 0.04
C -1.44195 -4.26487 -2.97126 -1.20
C -1.32878 2.02815 -2.55835 -0.86
C -2.50681 4.14030 -1.85283 -1.53
C -0.34272 0.49312 -0.97062 -0.53
C 3.99162 2.24617 0.32939 -0.94
C 5.39218 3.03547 2.27705 -1.48
C -1.52131 2.47416 -0.23850 -0.88
C -0.81835 1.30452 0.06633 1.47
C -0.62351 0.98635 1.52373 -1.68
C -4.49822 -4.64520 1.97053 -0.65
C 4.33109 2.14940 1.67678 0.95
C -0.37665 -3.21947 -2.55627 0.79
C 3.66929 1.19688 2.42827 -0.90
C -2.77138 -3.09638 1.57834 0.72
C 2.33444 0.44637 0.51557 -1.37
C 2.69129 0.36066 1.86793 1.49
C -0.63009 0.85123 -2.30265 1.35
C 3.02573 1.42062 -0.24131 1.65
C -3.15426 -2.01918 2.56430 -0.51
C 2.73553 1.61221 -1.71051 -1.28
C -0.20983 0.01785 -3.47876 -1.85
C -1.77500 2.86071 -1.54064 0.86
C 2.02990 -0.61975 2.81304 -1.96
H -1.52575 2.29605 -3.59395 0.29
H 2.68862 0.65363 -2.23028 0.19
H 3.49989 2.23748 -2.18021 0.34
H -1.07665 -4.86991 -3.80367 0.37
H -4.82687 -4.61305 0.92250 0.19
H -3.60564 -2.42623 3.48159 0.42
H -2.27171 -1.44209 2.86965 0.04
H -5.10230 -3.91813 2.53126 0.26
H -3.29574 3.97536 -2.59102 0.35
H 3.91698 1.09149 3.48485 0.23
H 4.49949 2.98091 -0.29434 0.24
H 0.79202 -0.39378 -3.36031 0.37
H -3.85279 -1.28390 2.13988 0.14
H -1.70084 -4.90569 -2.12604 0.15
H 1.31678 -0.10692 3.46737 0.25
H 1.47680 -1.39295 2.28282 0.23
H -1.88118 3.09042 0.58229 0.28
H -2.96808 4.56116 -0.95746 0.34
H -1.47471 1.35592 2.10196 0.50
H 5.45352 2.89704 3.35863 0.35
H -0.53179 -0.08690 1.68582 0.09
H 1.76368 2.08768 -1.86214 0.15
H -1.83400 4.89973 -2.26246 0.27
H -0.26119 0.61378 -4.39387 0.41
H 6.38253 2.82356 1.86246 0.29
H 2.77209 -1.09779 3.45951 0.54
H -2.35908 -3.74644 -3.26385 0.17
H -0.85244 -0.85558 -3.57301 0.24
H 0.28824 1.44727 1.91085 0.21
H -4.69172 -5.64264 2.37835 0.23
H 5.18363 4.09218 2.08676 0.32
```

For the maximum force, the calculation gives 0.5 eV/A. As for the HOMO energy (alpha / beta): 0.0 / -0.5 eV. The spin multiplicity is 2. The LUMO energy (alpha / beta) comes out at 4.661 / 4.661 eV. The charge is -2. Its gap between HOMO and LUMO (alpha / beta) is 4.7 / 5.2 eV.

=====

# 2
C23H31F2N7O8P2W as an isolated structure at a distorted geometry, computed with ωB97M-V/def2-TZVPD.

Geometry as XYZ:
```
74
Properties=species:S:1:pos:R:3:mulliken_charge:R:1
W 0.04950 -0.26080 -0.10660 4.47
P 0.00630 2.29770 -1.61090 2.07
P -1.52470 -1.40840 1.43970 -0.21
F -1.73840 -1.99400 -1.52180 -0.32
F 0.00750 -3.09730 -0.89640 -0.32
O -1.82080 0.38490 -0.95270 -0.99
O 2.25410 2.16720 2.84170 -0.75
O -3.78530 1.35480 -1.33770 -0.67
O -2.45500 -2.68040 1.18420 -0.29
O 3.60750 -2.05790 0.52370 -0.72
O -2.70090 -0.41440 1.97300 -0.32
O 1.39870 -1.74700 0.55940 -0.96
O -0.93360 -1.87860 2.86350 -0.34
N -0.93740 1.75200 1.21280 -0.57
N 4.40420 -1.94630 -2.39790 -0.78
N 4.01160 0.19510 -1.54480 -1.06
N 1.45850 0.61460 1.37020 0.24
N 2.28480 -1.11020 -1.89120 -0.68
N 3.58280 -0.96770 -1.95520 1.18
N 1.81890 0.02250 -1.35540 0.24
C 0.41470 2.13430 -3.39010 0.51
C 0.72890 3.92750 -1.21340 0.58
C 2.69780 -0.11050 1.61610 -0.98
C 0.55530 0.69080 -5.30950 -0.89
C 0.11050 4.85140 -0.36950 -0.96
C 0.81120 5.94230 0.11680 -0.35
C -2.00770 -4.01900 0.99020 -0.72
C 0.05200 2.49170 1.99490 -0.39
C -2.57030 1.35210 -1.34940 0.16
C 0.18330 -1.35270 3.55790 -0.47
C 2.90520 0.80770 -1.17950 -0.87
C -1.80860 2.61080 -1.83630 -0.85
C 0.34490 0.86420 -3.95360 -0.66
C 2.76430 5.22460 -1.06400 -0.87
C 2.06820 4.13970 -1.55490 -1.21
C 0.87190 3.05510 -5.56120 -0.77
C 1.37860 1.73190 2.10150 0.02
C 0.82540 1.78550 -6.11370 -0.63
C 0.66140 3.23450 -4.20660 -0.58
C -0.34620 -1.89930 -1.49380 -0.27
C 2.61280 -1.42870 0.84150 0.29
C -3.98940 -0.34510 1.35560 -0.74
C 2.14340 6.12620 -0.21280 -0.72
H 3.58820 0.45870 1.32490 0.44
H 3.79750 5.36480 -1.34260 0.42
H -3.91090 -0.13380 0.28980 0.32
H 0.98240 1.65190 -7.17240 0.41
H 0.28050 3.45350 1.52790 -0.13
H 2.80660 -0.32290 2.68880 0.65
H 0.31850 6.64840 0.76940 0.42
H 2.88390 1.79650 -0.77040 1.06
H 1.06510 3.90990 -6.19330 0.43
H -0.28580 2.70470 3.01680 0.53
H 0.67860 4.23120 -3.78790 0.48
H -2.79670 -4.66070 1.38480 0.28
H 2.56070 3.44740 -2.22400 0.71
H -2.17360 3.48650 -1.29610 0.55
H 5.33390 -1.81580 -2.00700 0.34
H -0.92950 4.73610 -0.09110 0.21
H 0.11370 0.02260 -3.31180 0.22
H -1.07660 -4.21190 1.52400 0.32
H -1.52840 2.40330 0.69660 0.19
H 0.19160 -0.26070 3.56250 0.18
H -1.57060 1.24670 1.83590 0.53
H -2.03870 2.77340 -2.89260 0.66
H -0.03770 -2.03630 -2.55120 0.42
H 0.08860 -1.71700 4.58220 0.44
H 1.10970 -1.72810 3.11870 0.12
H -4.51340 0.46640 1.85680 0.25
H -4.52280 -1.27870 1.50400 0.29
H 0.50730 -0.29710 -5.74010 0.47
H 2.69370 6.96230 0.19330 0.41
H 4.02420 -2.85490 -2.14520 0.31
H -1.87430 -4.21300 -0.07270 0.25
```

For the maximum force, the calculation gives 2.7 eV/A. As for the HOMO energy (alpha / beta): -7.5 / -7.5 eV. The spin multiplicity is 1. The LUMO energy (alpha / beta) comes out at -0.743 / -0.777 eV. The charge is 0. Its gap between HOMO and LUMO (alpha / beta) is 6.8 / 6.7 eV.

=====

# 3
C23H31HgIN3P2S3 as an isolated structure at a distorted geometry, computed with ωB97M-V/def2-TZVPD.

Geometry as XYZ:
```
64
Properties=species:S:1:pos:R:3:mulliken_charge:R:1
Hg 8.64006 -12.79200 11.37909 0.62
I 6.89690 -10.65136 11.33121 -0.43
S 13.67492 -19.44681 10.82436 -0.53
S 10.21617 -14.02982 12.56606 -0.36
S 8.31519 -14.63221 9.74424 -0.42
P 2.08150 -14.65134 11.69200 0.01
P 0.68181 -15.08848 9.01735 0.51
N 12.45577 -17.29709 9.46267 0.32
N 5.53979 -11.18553 5.36501 -0.49
N 12.75193 -19.00964 8.21302 -0.70
C 6.02917 -12.01419 7.65719 0.39
C 1.97971 -13.42701 10.48735 0.09
C 10.47958 -16.84460 12.54655 -0.77
C 2.74003 -11.99292 10.69496 -0.10
C -1.08969 -15.15877 9.56553 -1.22
C 1.60347 -12.48609 8.27612 -0.92
C 2.53022 -13.69657 13.13587 -1.11
C 8.88122 -15.92467 10.81878 0.64
C 12.04642 -16.85177 8.17228 -0.48
C 13.12420 -18.61654 9.35936 0.13
C 1.34018 -13.39141 9.32728 0.80
C 4.26497 -12.78152 6.47650 -0.10
C 5.00191 -12.97384 7.68473 -0.41
C 9.75899 -15.71188 11.97799 0.70
C 6.33216 -11.19559 6.38123 -0.33
C 13.09656 -16.47267 10.51305 -0.65
C 1.97224 -11.17110 8.49564 -0.82
C 2.86641 -10.95122 9.59606 -0.35
C 3.70026 -15.34248 11.29769 -1.42
C 8.54917 -17.25951 10.40038 -1.29
C 12.21232 -18.00992 7.49279 -0.49
C 0.40895 -14.94816 7.18981 -1.50
C 4.38909 -11.62190 5.51170 -0.26
H 9.25290 -17.76148 10.97286 0.28
H 7.82299 -17.20968 9.55056 0.45
H 12.02028 -18.38041 6.49772 0.50
H 7.75969 -17.92855 10.97963 0.28
H 7.25206 -10.65139 6.47832 0.39
H 12.11537 -15.78870 8.10975 0.42
H 6.70949 -11.64300 8.60407 -0.20
H 3.79936 -10.72648 9.15523 0.28
H 1.15061 -12.82348 7.44257 0.98
H -1.28059 -14.49829 10.47837 0.23
H 10.86785 -17.19950 11.63673 -0.26
H -1.70125 -14.93297 8.75514 0.50
H 11.21050 -16.19951 13.19742 0.24
H 3.56795 -15.86838 10.46904 0.43
H 3.57979 -15.81889 12.25269 0.52
H 3.08890 -13.27755 5.92158 0.13
H 12.62394 -17.26154 11.44422 0.21
H 2.06771 -10.64142 7.58487 0.34
H 1.48685 -13.77974 13.87272 0.22
H 1.34699 -15.07694 6.89278 0.21
H 3.04614 -12.84281 12.77865 0.45
H 3.63335 -12.28511 11.34190 -0.11
H 4.54029 -14.72960 11.19287 0.28
H 3.39356 -14.16067 13.83363 0.30
H 4.95678 -13.57526 8.53140 0.60
H -0.18907 -15.67954 6.75043 0.19
H 3.94220 -11.69369 4.32252 0.27
H 12.56613 -15.43126 10.64918 0.16
H 14.18532 -16.13475 10.31465 0.20
H -0.69335 -16.21721 10.08542 0.22
H 10.26895 -17.85428 13.27792 0.23
```

For the maximum force, the calculation gives 9.1 eV/A. As for the HOMO energy (alpha / beta): -0.6 / -0.6 eV. The spin multiplicity is 2. The LUMO energy (alpha / beta) comes out at 3.140 / 1.081 eV. The charge is -2. Its gap between HOMO and LUMO (alpha / beta) is 3.8 / 1.7 eV.

=====

# 4
C23H31IrN4O3S as an isolated structure, computed with ωB97M-V/def2-TZVPD.

Geometry as XYZ:
```
63
Properties=species:S:1:pos:R:3:mulliken_charge:R:1
Ir 0.61164 1.04754 -0.83812 1.99
S 0.99698 -2.35991 -0.65053 1.18
O 2.18495 -3.01903 -0.24725 -0.60
O 0.80557 -1.94477 -2.01537 -0.78
O -1.12031 1.17853 0.13718 -0.73
N 0.39028 3.01986 -1.61390 -0.58
N -0.73110 0.26574 -2.27367 -0.63
N 1.08971 -0.73618 0.12487 -0.47
N 2.07741 1.67390 0.51002 -0.10
C -0.15342 3.06395 -4.02055 -0.84
C -2.75481 -3.58941 -0.07592 -1.18
C 0.24896 1.60170 -4.20631 -0.46
C -3.77282 -5.42163 1.31824 -1.49
C 3.93553 2.23094 2.51210 -0.55
C -0.83527 0.64925 -3.73545 -0.70
C 2.41739 0.71492 1.41931 0.65
C 3.61419 3.17601 1.56711 -0.99
C -1.31445 -4.89447 1.34246 -0.89
C -0.40120 -3.16692 -0.03607 0.47
C 2.68203 2.85960 0.58349 0.13
C -0.66539 3.38059 -2.62849 -0.73
C 1.86078 -0.59945 1.21177 0.65
C 3.66421 -0.10523 3.33821 -0.71
C -0.21463 -4.19035 0.89289 -0.55
C -1.67101 -2.87310 -0.53776 -0.05
C -1.56402 1.65842 1.21072 0.94
C 3.10313 -1.35368 3.17166 -1.25
C -0.77996 2.42444 2.19762 -0.88
C 3.33765 0.95829 2.44295 0.61
C 2.22954 -1.61514 2.12438 -0.20
C -2.59871 -4.61088 0.87048 0.73
C -3.00164 1.41031 1.47196 -1.37
H -3.38765 2.07176 2.24329 0.45
H -1.20293 3.43372 2.25190 0.42
H 1.20175 1.36292 -3.71236 0.14
H -0.94264 1.99187 3.18864 0.40
H -1.57322 2.83377 -2.37399 0.29
H -0.45109 -0.71669 -2.28736 0.17
H -3.73997 -3.38345 -0.47465 0.47
H -3.89592 -6.27908 0.65175 0.33
H -1.81171 -2.13199 -1.31212 0.59
H -1.65692 0.29340 -1.85301 0.38
H -0.94281 3.31349 -4.73185 0.38
H 1.81864 -2.60588 2.01893 0.30
H -4.69561 -4.84553 1.28400 0.40
H 0.43603 1.41965 -5.26421 0.42
H 1.28076 3.29613 -2.03306 0.39
H 4.36456 0.08068 4.14264 0.48
H 0.27592 2.47182 1.97084 0.06
H 3.35652 -2.14982 3.85822 0.48
H -3.09794 0.37642 1.82415 0.35
H 0.77994 -4.47677 1.20958 0.57
H -0.87953 4.44422 -2.52948 0.49
H -3.58703 1.49701 0.55699 0.38
H 0.26762 3.64141 -0.81620 0.37
H -3.63027 -5.80870 2.32518 0.40
H -1.17362 -5.70188 2.04925 0.46
H -0.80267 -0.28322 -4.29602 0.42
H 0.68291 3.72719 -4.25802 0.39
H 4.65541 2.44988 3.29149 0.50
H 2.42972 3.59941 -0.16344 0.42
H -1.81939 1.08816 -3.89778 0.59
H 4.06995 4.15622 1.56866 0.47
```

For the maximum force, the calculation gives 0.5 eV/A. As for the HOMO energy (alpha / beta): -17.1 / -17.1 eV. Its energy relative to the best compared isomer or geometry (same formula, charge and spin) is 29.3 kcal/mol. The spin multiplicity is 2. The LUMO energy (alpha / beta) comes out at -11.224 / -11.680 eV. The charge is +3. Its gap between HOMO and LUMO (alpha / beta) is 5.8 / 5.4 eV.